[1]
The following is a quantum chemistry calculation of 2 unconnected molecules or ions with the total composition C2H5BrN2, from OMol25.

Calculated values
**Spin multiplicity**: 1
**Molar mass**: 137.0 g mol⁻¹
**DFT total energy**: -75173.540 eV
**Largest force on an atom**: 0.0864 hartree/bohr
**Energy relative to the best compared isomer or geometry (same formula, charge and spin)**: 23.6 kcal/mol
**Frontier orbital gap (spin up / spin down)**: 0.301 / 0.314 Ha

Element x y z (Å)
C  1.053  1.177  -0.231
C  -0.067  0.474  0.325
N  -1.246  -1.948  -0.080
N  -0.082  -1.827  -0.032
Br  -1.807  0.749  -0.308
H  1.187  2.198  0.125
H  1.732  0.501  0.248
H  1.118  1.247  -1.330
H  -0.139  0.322  1.306
H  -1.749  -2.892  -0.022

Cartesian forces (eV/Å) of the 3 atoms listed first:
C 0.447 0.376 -0.648
C -2.353 -0.332 -3.757
N -0.649 -0.676 0.147

=====

[2]
The following is a quantum chemistry calculation of C2H5BrN2O in the gas phase, from OMol25.

Calculated values
**Spin multiplicity**: 3
**Molar mass**: 153.0 g mol⁻¹
**DFT total energy**: -77220.098 eV
**Largest force on an atom**: 0.1072 hartree/bohr
**Energy relative to the best compared isomer or geometry (same formula, charge and spin)**: 0.0 kcal/mol
**Frontier orbital gap (spin up / spin down)**: 0.384 / 0.264 Ha

Element x y z (Å)
C  1.029  -0.637  0.399
C  -0.011  -1.264  -0.560
N  0.196  0.228  1.178
N  2.009  0.260  -0.653
O  1.718  -1.436  0.998
Br  3.668  0.278  -0.232
H  -0.988  -0.785  -0.405
H  0.247  -1.122  -1.659
H  0.040  -2.306  -0.363
H  -0.461  0.682  0.671
H  0.753  0.873  1.721

Cartesian forces (eV/Å) of the 3 atoms listed first:
C -5.328 0.542 -1.294
C 0.611 0.839 -2.705
N 3.494 -0.287 2.326

=====

[3]
The following is a quantum chemistry calculation of a molecular structure, C2H5BrN4, from OMol25.

Calculated values
**Spin multiplicity**: 1
**Molar mass**: 165.0 g mol⁻¹
**DFT total energy**: -78150.304 eV
**Largest force on an atom**: 0.0951 hartree/bohr
**Energy relative to the best compared isomer or geometry (same formula, charge and spin)**: 37.8 kcal/mol
**Frontier orbital gap (spin up / spin down)**: 0.257 / 0.299 Ha

Element x y z (Å)
C  0.296  0.525  0.487
C  1.459  -0.138  0.637
N  -0.191  1.282  -0.574
N  -0.974  0.609  1.202
N  -1.386  1.378  0.119
N  0.233  -1.784  -1.110
Br  -0.532  -0.615  -2.247
H  2.201  -0.031  -0.041
H  1.416  -0.830  1.391
H  -1.457  -0.232  1.427
H  -2.283  1.415  -0.122
H  1.217  -1.578  -1.169

Cartesian forces (eV/Å) of the 3 atoms listed first:
C -1.324 0.887 -0.599
C -3.381 0.994 0.549
N -0.744 1.096 1.353

=====

[4]
The following is a quantum chemistry calculation of a molecular structure, C2H5BrO, from OMol25.

Calculated values
**Spin multiplicity**: 1
**Molar mass**: 125.0 g mol⁻¹
**DFT total energy**: -74243.184 eV
**Largest force on an atom**: 0.1152 hartree/bohr
**Energy relative to the best compared isomer or geometry (same formula, charge and spin)**: 37.3 kcal/mol
**Frontier orbital gap**: 0.412 Ha

Element x y z (Å)
C  -0.472  0.069  0.537
C  0.438  0.717  -0.354
O  -1.090  -1.404  -0.268
Br  2.284  0.350  0.202
H  -1.393  0.487  0.711
H  0.045  -0.263  1.438
H  0.134  1.729  -0.428
H  0.376  0.180  -1.302
H  -0.322  -1.864  -0.535

Cartesian forces (eV/Å) of the 3 atoms listed first:
C -0.338 -5.911 -0.243
C 1.069 -0.897 -1.507
O -0.130 4.094 2.346

=====

[5]
The following is a quantum chemistry calculation of a molecular structure, C2H5BrO, from OMol25.

Calculated values
**Spin multiplicity**: 1
**Molar mass**: 125.0 g mol⁻¹
**DFT total energy**: -74242.735 eV
**Largest force on an atom**: 0.0991 hartree/bohr
**Energy relative to the best compared isomer or geometry (same formula, charge and spin)**: 47.6 kcal/mol
**Frontier orbital gap**: 0.382 Ha

Element x y z (Å)
C  -0.389  0.525  -0.369
C  0.462  -0.641  -0.456
O  0.081  1.182  1.301
Br  0.222  -1.677  1.198
H  -1.437  0.402  -0.548
H  -0.201  1.401  -1.069
H  1.614  -0.530  -0.527
H  0.186  -1.269  -1.274
H  -0.537  0.608  1.745

Cartesian forces (eV/Å) of the 3 atoms listed first:
C 1.596 4.370 2.079
C 2.789 -1.074 0.481
O -1.417 -0.528 -4.717

=====

[6]
The following is a quantum chemistry calculation of 2 unconnected molecules or ions with the total composition C2H5BrS, from OMol25.

Calculated values
**Spin multiplicity**: 1
**Molar mass**: 141.0 g mol⁻¹
**DFT total energy**: -83029.409 eV
**Largest force on an atom**: 0.0447 hartree/bohr
**Energy relative to the best compared isomer or geometry (same formula, charge and spin)**: 69.2 kcal/mol
**Frontier orbital gap (spin up / spin down)**: 0.343 / 0.234 Ha

Element x y z (Å)
C  -0.963  0.791  -0.417
C  0.204  -0.165  -0.641
S  1.130  -0.929  2.368
Br  1.698  0.411  -1.730
H  -0.841  1.853  -0.883
H  -1.932  0.307  -0.505
H  -0.989  1.089  0.635
H  0.012  -1.244  -0.689
H  1.681  -2.112  1.863

Cartesian forces (eV/Å) of the 3 atoms listed first:
C 1.353 1.599 0.447
C -0.246 0.524 -0.402
S 0.372 -0.976 -1.019

=====

[7]
The following is a quantum chemistry calculation of a molecular structure, C2H5BrS, from OMol25.

Calculated values
**Spin multiplicity**: 1
**Molar mass**: 141.0 g mol⁻¹
**DFT total energy**: -83031.209 eV
**Largest force on an atom**: 0.0874 hartree/bohr
**Energy relative to the best compared isomer or geometry (same formula, charge and spin)**: 27.7 kcal/mol
**Frontier orbital gap**: 0.366 Ha

Element x y z (Å)
C  0.637  -0.804  0.053
C  -0.357  0.162  -0.398
S  0.007  1.919  0.079
Br  -2.201  -0.423  0.075
H  0.524  -1.020  1.164
H  0.437  -1.705  -0.365
H  1.646  -0.447  -0.144
H  -0.086  0.191  -1.793
H  -0.606  2.127  1.328

Cartesian forces (eV/Å) of the 3 atoms listed first:
C 0.718 0.972 3.706
C -0.016 1.826 -3.876
S -0.707 -0.180 0.516

=====

[8]
The following is a quantum chemistry calculation of 2 unconnected molecules or ions with the total composition C2H5BrSi, from OMol25.

Calculated values
**Spin multiplicity**: 1
**Molar mass**: 137.1 g mol⁻¹
**DFT total energy**: -80073.009 eV
**Largest force on an atom**: 0.0697 hartree/bohr
**Energy relative to the best compared isomer or geometry (same formula, charge and spin)**: 50.6 kcal/mol
**Frontier orbital gap**: 0.300 Ha

Element x y z (Å)
C  0.027  1.555  -0.246
C  -1.275  1.520  -0.037
Si  -1.940  0.238  1.154
Br  -3.829  -0.108  -0.219
H  0.770  0.776  0.148
H  0.597  2.283  -0.963
H  -2.004  2.229  -0.692
H  1.160  -3.256  1.057
H  1.016  -2.509  0.944

Cartesian forces (eV/Å) of the 3 atoms listed first:
C 3.311 0.214 -1.360
C -2.105 1.599 -1.293
Si -0.854 -0.071 -1.062

=====

[9]
The following is a quantum chemistry calculation of 2 unconnected molecules or ions with the total composition C2H5Cl3Si, from OMol25.

Calculated values
**Spin multiplicity**: 1
**Molar mass**: 163.5 g mol⁻¹
**DFT total energy**: -47597.379 eV
**Largest force on an atom**: 0.0679 hartree/bohr
**Energy relative to the best compared isomer or geometry (same formula, charge and spin)**: 171.0 kcal/mol
**Frontier orbital gap**: 0.327 Ha

Element x y z (Å)
C  0.879  1.022  -0.120
C  0.344  -0.258  0.289
Si  -1.614  -0.656  0.190
Cl  2.683  1.243  0.346
Cl  1.179  -1.161  1.558
Cl  1.029  -1.420  -1.722
H  0.634  1.228  -1.232
H  0.374  1.878  0.479
H  -1.827  0.100  1.460
H  -2.159  0.069  -1.128
H  -1.522  -2.046  -0.123

Cartesian forces (eV/Å) of the 3 atoms listed first:
C 0.562 3.061 -0.020
C 0.102 -2.882 -1.387
Si 1.934 2.291 -1.793

=====

[10]
The following is a quantum chemistry calculation of a molecular structure, C2H5Cl4OSn2, from OMol25.

Calculated values
**Spin multiplicity**: 2
**Molar mass**: 424.3 g mol⁻¹
**DFT total energy**: -65897.672 eV
**Largest force on an atom**: 0.0504 hartree/bohr
**Total charge**: +4
**Frontier orbital gap (spin up / spin down)**: 0.295 / 0.095 Ha

Element x y z (Å)
Sn  -2.199  -3.104  0.308
Sn  -3.617  1.162  0.874
O  -1.115  -0.364  0.501
H  -0.225  0.004  0.338
C  1.385  -0.036  2.437
Cl  2.874  -0.924  2.127
Cl  1.338  0.662  4.040
H  1.286  0.658  1.603
H  0.583  -0.774  2.418
C  -0.148  0.580  -2.797
Cl  -0.435  -0.751  -3.963
Cl  1.287  1.505  -3.324
H  -0.955  1.309  -2.727
H  -0.058  0.075  -1.835

Cartesian forces (eV/Å) of the 3 atoms listed first:
Sn 0.203 1.080 0.166
Sn 0.963 -0.826 -0.037
O -1.284 -0.312 -0.021